Entry 1:
A cluster of 8 separate species, C16H35Br10Cl4NO in total at a distorted geometry. Source: the Open Molecules 2025 dataset; level of theory: ωB97M-V/def2-TZVPD.

Gap between HOMO and LUMO   9.4 eV
E_HOMO   -0.34499 Ha
Lowest unoccupied orbital energy   0.0013 Eh

ORCA input file:
```
! wB97M-V def2-TZVPD RIJCOSX def2/J DEFGRID3
* xyz 0 1
C -7.30 -1.89 1.98
O -8.13 -2.45 0.99
C -8.41 -1.61 -0.08
C -9.21 -2.36 -1.13
C -9.55 -1.46 -2.33
N -10.44 -2.88 -0.61
H -7.71 -1.01 2.47
H -6.33 -1.73 1.50
H -7.10 -2.64 2.74
H -8.99 -0.75 0.28
H -7.52 -1.21 -0.55
H -8.65 -3.23 -1.46
H -10.21 -2.02 -3.00
H -8.71 -1.19 -2.98
H -10.01 -0.52 -2.04
H -11.06 -2.15 -0.29
H -10.10 -3.33 0.23
Br -12.29 1.81 2.81
C -11.40 1.82 4.59
C -11.75 0.56 5.39
Br -10.68 0.51 7.09
H -11.64 2.73 5.13
H -10.33 1.81 4.40
H -11.66 -0.39 4.85
H -12.81 0.53 5.67
Br -5.38 -8.51 0.30
C -3.98 -8.06 1.65
C -3.42 -9.31 2.27
Br -2.08 -8.72 3.68
H -4.54 -7.56 2.45
H -3.23 -7.40 1.21
H -2.95 -9.87 1.46
H -4.14 -9.92 2.80
Br -14.98 -13.72 5.90
C -13.36 -13.91 6.94
C -13.20 -15.40 7.23
Br -11.72 -15.77 8.57
H -13.35 -13.33 7.86
H -12.53 -13.54 6.35
H -12.92 -15.98 6.35
H -14.19 -15.57 7.64
Br -14.71 -6.95 10.49
C -16.09 -5.53 10.34
C -15.36 -4.16 10.28
Br -16.78 -2.77 9.94
H -16.89 -5.58 11.08
H -16.52 -5.75 9.37
H -14.60 -4.11 9.50
H -14.80 -3.97 11.20
Br -11.86 -6.80 4.55
C -12.47 -8.34 3.50
C -11.41 -8.61 2.37
Br -12.16 -9.70 0.90
H -13.40 -7.95 3.07
H -12.72 -9.19 4.13
H -10.54 -9.15 2.77
H -11.02 -7.68 1.97
Cl -8.00 -7.29 -5.80
C -9.65 -7.96 -5.29
Cl -10.46 -8.84 -6.62
H -9.61 -8.64 -4.44
H -10.24 -7.11 -4.94
Cl -6.36 -14.88 -0.36
C -7.83 -14.80 -1.30
Cl -9.08 -15.72 -0.42
H -8.25 -13.80 -1.34
H -7.72 -15.23 -2.30
*
```

Atomic partial charges in e from the natural (NBO) method, atoms 1 to 2: -0.25 -0.55



Entry 2:
A cluster of 6 separate species, C16H35Cl10N in total at a distorted geometry. Source: the Open Molecules 2025 dataset; level of theory: ωB97M-V/def2-TZVPD.

Gap between HOMO and LUMO   8.2 eV
E_HOMO   -0.28580 Ha
Lowest unoccupied orbital energy   0.0142 Eh
Energy relative to the best compared isomer or geometry (same formula, charge and spin)   289.9 kJ/mol

ORCA input file:
```
! wB97M-V def2-TZVPD RIJCOSX def2/J DEFGRID3
* xyz 0 1
C 2.64 1.30 3.37
C 3.26 -0.24 2.97
N 2.15 -1.15 2.72
C 2.46 -2.00 1.62
C 3.84 -2.48 1.62
C 1.36 -1.68 3.76
C 0.44 -2.84 3.45
H 1.87 1.34 4.12
H 2.22 1.84 2.61
H 3.39 2.00 3.65
H 3.81 -0.34 4.01
H 4.00 0.08 2.37
H 2.62 -1.17 0.82
H 1.77 -2.43 1.17
H 4.55 -1.88 2.02
H 4.19 -2.72 0.66
H 3.58 -3.58 1.85
H 0.93 -0.82 4.36
H 2.03 -2.21 4.47
H -0.25 -2.75 2.83
H -0.06 -3.13 4.21
H 1.13 -3.62 3.19
Cl -1.26 -2.45 -0.56
C -1.15 -0.73 -0.90
C -0.95 0.13 0.48
Cl -1.30 1.91 0.10
H -2.19 -0.31 -1.45
H -0.30 -0.49 -1.60
H 0.08 -0.05 1.03
H -1.76 -0.38 0.95
Cl 1.79 3.35 -0.07
C 2.70 2.11 -0.87
C 2.95 2.23 -2.30
Cl 3.97 1.02 -3.03
H 2.18 1.24 -0.59
H 3.45 1.85 -0.20
H 3.57 3.28 -2.37
H 2.05 2.43 -2.88
Cl -4.69 -0.23 -1.30
C -4.98 0.01 -3.02
C -5.10 1.54 -3.28
Cl -6.79 2.08 -2.94
H -5.70 -0.66 -3.46
H -4.10 -0.31 -3.60
H -4.78 1.48 -4.21
H -4.41 2.18 -2.58
Cl -4.12 6.28 1.43
C -5.03 4.73 1.36
C -4.66 3.84 0.28
Cl -5.07 4.65 -1.31
H -6.08 4.99 1.36
H -4.98 4.33 2.28
H -5.29 2.91 0.37
H -3.54 3.83 0.35
Cl 2.01 -2.19 -2.01
C 1.67 -2.85 -3.69
C 1.76 -4.40 -3.64
Cl 1.49 -4.85 -5.39
H 2.60 -2.25 -4.27
H 0.80 -2.34 -4.10
H 0.83 -4.69 -3.13
H 2.40 -4.73 -3.09
*
```

Atomic partial charges in e from the natural (NBO) method, atoms 1 to 2: -0.63 -0.22



Entry 3:
A cluster of 3 separate species, C16H35FN2O8S in total at a distorted geometry. Source: the Open Molecules 2025 dataset; level of theory: ωB97M-V/def2-TZVPD.

Gap between HOMO and LUMO   10.6 eV
E_HOMO   -0.36786 Ha
Lowest unoccupied orbital energy   0.0206 Eh

ORCA input file:
```
! wB97M-V def2-TZVPD RIJCOSX def2/J DEFGRID3
* xyz 0 1
C -0.16 0.78 3.52
C -0.70 0.28 2.19
C -1.51 1.31 1.38
C -1.00 2.75 1.42
C -0.87 3.41 0.02
C 0.60 3.53 -0.37
N 1.14 2.14 -0.40
N 1.04 1.62 -1.72
C 0.76 0.18 -1.77
C 0.41 -0.21 -3.20
S 2.67 1.99 0.25
O 2.89 0.62 0.56
O 2.88 2.99 1.23
F 3.61 2.33 -0.96
H -0.91 1.28 4.12
H 0.27 -0.05 4.08
H 0.66 1.49 3.36
H 0.11 -0.12 1.58
H -1.37 -0.56 2.39
H -1.57 0.95 0.35
H -2.54 1.29 1.76
H -0.02 2.81 1.88
H -1.64 3.38 2.04
H -1.36 4.38 -0.03
H -1.34 2.75 -0.71
H 0.68 3.95 -1.37
H 1.11 4.14 0.37
H 1.84 1.87 -2.29
H 1.61 -0.40 -1.40
H -0.11 0.02 -1.13
H 0.97 0.38 -3.93
H 0.66 -1.26 -3.36
H -0.66 -0.10 -3.39
C 5.11 -2.16 0.34
C 3.87 -2.66 1.05
O 3.91 -4.08 1.30
C 4.70 -4.46 2.30
O 5.34 -3.74 3.02
O 4.65 -5.79 2.38
C 5.50 -6.35 3.39
H 5.27 -2.72 -0.58
H 5.00 -1.11 0.10
H 5.99 -2.28 0.97
H 2.99 -2.52 0.42
H 3.70 -2.13 1.98
H 5.30 -5.90 4.36
H 6.54 -6.20 3.12
H 5.27 -7.41 3.42
C -6.94 -1.12 -2.63
C -5.69 -1.10 -1.78
O -4.70 -0.21 -2.30
C -4.92 1.09 -2.08
O -5.85 1.56 -1.48
O -3.93 1.78 -2.64
C -4.06 3.20 -2.53
H -6.70 -1.36 -3.66
H -7.64 -1.87 -2.25
H -7.44 -0.15 -2.61
H -5.21 -2.08 -1.79
H -5.91 -0.85 -0.74
H -4.20 3.50 -1.50
H -4.90 3.55 -3.14
H -3.14 3.62 -2.91
*
```

Atomic partial charges in e from the natural (NBO) method, atoms 1 to 2: -0.61 -0.39



Entry 4:
A cluster of 2 separate species, C16H35N3O4P in total at a distorted geometry. Source: the Open Molecules 2025 dataset; level of theory: ωB97M-V/def2-TZVPD.

Gap between HOMO and LUMO   8.1 eV
E_HOMO   -0.38338 Ha
Lowest unoccupied orbital energy   -0.0854 Eh

ORCA input file:
```
! wB97M-V def2-TZVPD RIJCOSX def2/J DEFGRID3
* xyz 1 1
C -2.95 -6.28 -1.28
O -2.04 -5.37 -1.98
C -2.79 -4.22 -2.58
C -3.17 -3.09 -1.40
C -2.70 -1.60 -1.93
C -1.46 -0.94 -1.05
O -0.22 -1.09 -1.61
O -1.72 -0.21 0.20
C -1.36 -0.98 1.39
C -0.13 -2.06 1.52
O -2.08 -0.76 2.52
N -4.66 -3.12 -1.20
P -5.15 -3.55 0.46
N -4.11 -3.11 1.62
H -3.47 -5.78 -0.34
H -3.84 -6.69 -1.95
H -2.30 -7.18 -0.83
H -2.04 -3.74 -3.37
H -3.73 -4.57 -3.18
H -2.53 -3.40 -0.47
H -2.35 -1.61 -3.06
H -3.57 -0.79 -1.88
H -0.54 -3.17 1.72
H 0.66 -2.03 0.66
H 0.46 -1.78 2.52
H -5.14 -2.26 -1.56
H -6.42 -2.90 0.78
H -5.33 -4.99 0.53
H -4.65 -2.45 2.26
C 0.31 2.64 -1.74
C 0.26 2.21 -0.28
C 0.93 3.15 0.73
N 2.48 3.31 0.63
C 3.15 1.99 0.25
C 4.67 2.05 0.36
C 5.12 2.48 1.75
C 4.48 3.80 2.15
C 2.96 3.74 2.04
C 2.79 4.43 -0.37
H 1.30 2.52 -2.17
H -0.36 2.00 -2.33
H -0.02 3.67 -1.86
H 0.65 1.19 -0.18
H -0.80 2.15 0.00
H 0.73 2.74 1.73
H 0.49 4.15 0.70
H 2.76 1.22 0.92
H 2.87 1.75 -0.78
H 5.09 1.06 0.14
H 5.08 2.73 -0.39
H 6.22 2.57 1.77
H 4.85 1.71 2.48
H 4.88 4.61 1.53
H 4.76 4.04 3.18
H 2.51 4.72 2.26
H 2.58 3.00 2.76
H 2.30 5.35 -0.02
H 2.43 4.15 -1.35
H 3.87 4.59 -0.42
*
```

Atomic partial charges in e from the natural (NBO) method, atoms 1 to 2: -0.28 -0.55